[1]
# C6H11N2O2P

One molecule with the formula C6H11N2O2P (ωB97M-V/def2-TZVPD, OMol25).

The geometry in ORCA input format:
```
! RIJCOSX wB97M-V def2-TZVPD def2/J DEFGRID3
* xyz 0 1
C -1.270 -1.204 0.186
C 2.519 -1.097 -0.021
C -1.020 0.123 0.836
C -2.648 -1.781 0.437
C 3.632 -0.109 0.377
C -0.054 1.537 -1.526
N -0.471 -1.819 -0.519
N 1.387 -0.462 -0.285
O 2.741 -2.275 -0.108
O 1.119 1.881 0.961
P 0.496 0.877 0.086
H -1.871 0.801 0.721
H -0.850 0.002 1.909
H -3.027 -1.436 1.397
H -2.599 -2.868 0.423
H -3.320 -1.463 -0.361
H 3.236 0.862 0.651
H 4.314 -0.019 -0.464
H 4.154 -0.563 1.217
H -0.747 2.354 -1.339
H 0.821 1.926 -2.044
H -0.533 0.775 -2.132
*
```

**ΔE to the lowest compared entry with this formula, charge and spin**: 120.2 kJ/mol
**Gap between HOMO and LUMO (spin up / spin down)**: 7.64 / 8.64 eV
**Strongest force on any atom**: 2.75 eV Å⁻¹

Atom-resolved charges from Mulliken, all expressed in e: atom 1 (C): 0.98, atom 2 (C): 0.61, atom 3 (C): -0.87, atom 4 (C): -1.23, atom 5 (C): -0.87, atom 6 (C): -1.14, atom 7 (N): -0.55, atom 8 (N): -0.20, atom 9 (O): -0.59, atom 10 (O): -0.79, atom 11 (P): 0.88, atom 12 (H): 0.44, atom 13 (H): 0.41, atom 14 (H): 0.34, atom 15 (H): 0.39, atom 16 (H): 0.29, atom 17 (H): 0.33, atom 18 (H): 0.25, atom 19 (H): 0.27, atom 20 (H): 0.37, atom 21 (H): 0.31, atom 22 (H): 0.36

[2]
# C48H39BrN3O3P2ReS3

C48H39BrN3O3P2ReS3 as an isolated structure (ωB97M-V/def2-TZVPD, OMol25).

The geometry in ORCA input format:
```
! RIJCOSX wB97M-V def2-TZVPD def2/J DEFGRID3
* xyz 1 2
Re -0.046 0.010 0.614
S -1.780 -1.776 0.285
P -0.182 -2.769 -0.500
C 1.046 -1.549 -0.045
P 2.722 -1.974 0.454
S 3.716 -0.378 1.022
C 2.567 -3.180 1.816
C 3.327 -4.344 1.877
C 3.203 -5.196 2.969
C 2.331 -4.893 4.003
C 1.565 -3.736 3.945
C 1.679 -2.889 2.855
C 3.631 -2.827 -0.862
C 3.050 -3.281 -2.042
C 3.809 -3.962 -2.987
C 5.156 -4.189 -2.756
C 5.751 -3.713 -1.593
C 4.998 -3.025 -0.654
C -0.595 -2.952 -2.244
C -1.518 -3.936 -2.603
C -1.952 -4.012 -3.919
C -1.463 -3.120 -4.867
C -0.557 -2.134 -4.501
C -0.129 -2.037 -3.184
C -0.104 -4.443 0.170
C -0.752 -4.736 1.368
C -0.701 -6.026 1.880
C 0.005 -7.016 1.209
C 0.651 -6.725 0.015
C 0.597 -5.444 -0.509
H 4.023 -4.587 1.084
H 3.794 -6.104 3.005
H 2.249 -5.559 4.855
H 0.876 -3.493 4.748
H 1.077 -2.001 2.794
H 2.008 -3.089 -2.245
H 3.342 -4.311 -3.902
H 5.748 -4.726 -3.487
H 6.808 -3.876 -1.418
H 5.464 -2.626 0.241
H -1.893 -4.630 -1.859
H -2.676 -4.769 -4.202
H -1.796 -3.193 -5.898
H -0.185 -1.433 -5.240
H 0.566 -1.258 -2.883
H -1.302 -3.962 1.888
H -1.215 -6.256 2.807
H 0.052 -8.019 1.619
H 1.198 -7.499 -0.512
H 1.089 -5.230 -1.448
N 1.797 0.408 3.419
C 0.489 0.430 3.642
C 0.017 0.852 4.912
C -1.300 0.750 5.230
C -2.199 0.200 4.296
C -1.719 -0.146 3.077
N -0.403 -0.013 2.699
H 2.404 0.853 4.083
H 2.209 0.218 2.505
H 0.739 1.251 5.614
H -1.653 1.087 6.200
H -3.248 0.058 4.522
H -2.373 -0.565 2.331
O -1.725 1.483 0.454
S -3.176 1.110 0.101
C -4.023 2.667 0.203
C -3.390 3.842 -0.180
C -4.093 5.031 -0.089
C -5.405 5.035 0.378
C -6.023 3.851 0.759
C -5.325 2.652 0.680
C -3.241 0.903 -1.666
C -4.330 0.212 -2.183
C -4.442 0.077 -3.557
C -3.472 0.628 -4.388
C -2.375 1.291 -3.848
C -2.245 1.426 -2.473
H -2.366 3.821 -0.540
H -3.617 5.959 -0.382
H -5.949 5.970 0.445
H -7.041 3.861 1.127
H -5.790 1.717 0.980
H -5.080 -0.208 -1.516
H -5.285 -0.457 -3.981
H -3.570 0.535 -5.464
H -1.616 1.709 -4.500
H -1.381 1.919 -2.039
Br 2.543 6.451 -3.072
C 2.091 5.604 -1.451
C 2.120 6.320 -0.264
N 1.808 5.770 0.912
C 1.464 4.483 0.932
C 1.418 3.702 -0.214
C 1.735 4.276 -1.436
C 1.026 2.283 -0.136
O 0.599 1.622 -1.106
O 1.111 1.697 1.008
H 2.404 7.366 -0.256
H 1.205 4.059 1.894
H 1.707 3.688 -2.344
*
```

**ΔE to the lowest compared entry with this formula, charge and spin**: 99.9 kJ/mol
**Gap between HOMO and LUMO (spin up / spin down)**: 6.73 / 6.90 eV
**<S²>**: 0.864
**Strongest force on any atom**: 1.62 eV Å⁻¹

Results of the Mulliken charge analysis, in e, for atoms 1 through 99: atom 1 (Re): 1.10, atom 2 (S): -0.87, atom 3 (P): 1.41, atom 4 (C): 0.05, atom 5 (P): 1.99, atom 6 (S): -0.52, atom 7 (C): 0.13, atom 8 (C): -0.56, atom 9 (C): -0.79, atom 10 (C): -0.70, atom 11 (C): -0.79, atom 12 (C): 0.15, atom 13 (C): 0.28, atom 14 (C): -0.44, atom 15 (C): -0.63, atom 16 (C): -0.60, atom 17 (C): -0.65, atom 18 (C): -0.81, atom 19 (C): 0.68, atom 20 (C): -0.68, atom 21 (C): -0.75, atom 22 (C): -0.58, atom 23 (C): -1.07, atom 24 (C): -0.24, atom 25 (C): 0.66, atom 26 (C): -0.52, atom 27 (C): -0.80, atom 28 (C): -0.57, atom 29 (C): -0.81, atom 30 (C): -0.25, atom 31 (H): 0.40, atom 32 (H): 0.45, atom 33 (H): 0.41, atom 34 (H): 0.49, atom 35 (H): 0.46, atom 36 (H): 0.30, atom 37 (H): 0.49, atom 38 (H): 0.40, atom 39 (H): 0.43, atom 40 (H): 0.44, atom 41 (H): 0.54, atom 42 (H): 0.45, atom 43 (H): 0.45, atom 44 (H): 0.49, atom 45 (H): 0.65, atom 46 (H): 0.32, atom 47 (H): 0.44, atom 48 (H): 0.41, atom 49 (H): 0.46, atom 50 (H): 0.43, atom 51 (N): 0.33, atom 52 (C): 0.85, atom 53 (C): -1.25, atom 54 (C): -0.39, atom 55 (C): -1.31, atom 56 (C): -0.21, atom 57 (N): 0.66, atom 58 (H): 0.18, atom 59 (H): -0.50, atom 60 (H): 0.44, atom 61 (H): 0.45, atom 62 (H): 0.52, atom 63 (H): 0.64, atom 64 (O): -0.47, atom 65 (S): -0.21, atom 66 (C): 0.63, atom 67 (C): -0.34, atom 68 (C): -0.77, atom 69 (C): -0.50, atom 70 (C): -0.78, atom 71 (C): -0.22, atom 72 (C): 1.02, atom 73 (C): -0.64, atom 74 (C): -0.72, atom 75 (C): -0.59, atom 76 (C): -0.82, atom 77 (C): 0.16, atom 78 (H): 0.38, atom 79 (H): 0.44, atom 80 (H): 0.40, atom 81 (H): 0.41, atom 82 (H): 0.45, atom 83 (H): 0.43, atom 84 (H): 0.43, atom 85 (H): 0.43, atom 86 (H): 0.49, atom 87 (H): 0.08, atom 88 (Br): -0.16, atom 89 (C): -0.11, atom 90 (C): -0.16, atom 91 (N): -0.59, atom 92 (C): -0.44, atom 93 (C): -0.13, atom 94 (C): -0.37, atom 95 (C): 0.87, atom 96 (O): -0.76, atom 97 (O): -0.54, atom 98 (H): 0.40, atom 99 (H): 0.59

[3]
# C25H28N4O2PdS

C25H28N4O2PdS as an isolated structure (ωB97M-V/def2-TZVPD, OMol25).

The geometry in ORCA input format:
```
! RIJCOSX wB97M-V def2-TZVPD def2/J DEFGRID3
* xyz 2 1
Pd 0.952 0.577 -0.527
C -1.896 -4.324 2.724
C -2.770 -3.158 2.265
N -2.297 -2.612 1.007
C -2.951 -3.082 -0.191
C -4.212 -2.266 -0.475
C -1.320 -1.713 1.008
S -0.575 -1.320 -0.534
N -0.900 -1.262 2.164
C -0.065 -0.276 2.479
O 0.454 0.532 1.679
C 0.206 -0.151 3.930
C -0.432 -0.982 4.855
C -0.192 -0.824 6.209
C 0.699 0.145 6.648
C 1.345 0.966 5.733
C 1.104 0.819 4.378
H -2.317 -4.757 3.627
H -0.883 -3.991 2.937
H -1.856 -5.098 1.961
H -2.753 -2.365 3.015
H -3.795 -3.498 2.123
H -3.214 -4.132 -0.050
H -2.264 -3.002 -1.037
H -4.937 -2.381 0.326
H -4.668 -2.615 -1.396
H -3.973 -1.211 -0.582
H -1.110 -1.746 4.510
H -0.695 -1.456 6.925
H 0.895 0.260 7.703
H 2.033 1.724 6.075
H 1.602 1.450 3.659
C 2.112 2.738 0.017
C 2.946 1.973 -0.816
C 3.413 0.662 -0.410
C 4.197 -0.094 -1.267
C 4.572 0.403 -2.519
C 4.178 1.684 -2.907
C 3.375 2.451 -2.093
H 1.780 3.711 -0.313
H 2.026 2.513 1.076
H 3.282 0.346 0.634
H 4.568 -1.059 -0.947
H 5.197 -0.191 -3.167
H 4.513 2.080 -3.854
H 3.105 3.455 -2.385
N -2.566 3.835 -4.091
C -1.595 3.432 -4.923
O -1.369 3.910 -6.007
C -0.703 2.314 -4.416
C -0.012 1.554 -5.356
C 0.867 0.573 -4.926
C 1.032 0.392 -3.562
N 0.372 1.125 -2.667
C -0.482 2.061 -3.066
H -3.181 4.566 -4.415
H -2.843 3.318 -3.275
H -0.162 1.752 -6.409
H 1.414 -0.035 -5.629
H 1.718 -0.357 -3.173
H -0.971 2.632 -2.284
*
```

**ΔE to the lowest compared entry with this formula, charge and spin**: 180.5 kJ/mol
**Gap between HOMO and LUMO (spin up / spin down)**: 4.52 / 4.52 eV
**Strongest force on any atom**: 2.93 eV Å⁻¹

Atom-resolved charges from Mulliken, all expressed in e: atom 1 (Pd): 0.44, atom 2 (C): -1.14, atom 3 (C): -0.69, atom 4 (N): 0.14, atom 5 (C): -0.82, atom 6 (C): -1.04, atom 7 (C): 0.69, atom 8 (S): -0.10, atom 9 (N): -0.05, atom 10 (C): 0.28, atom 11 (O): -0.76, atom 12 (C): 0.71, atom 13 (C): -0.16, atom 14 (C): -0.75, atom 15 (C): -0.41, atom 16 (C): -0.83, atom 17 (C): -0.24, atom 18 (H): 0.37, atom 19 (H): 0.30, atom 20 (H): 0.39, atom 21 (H): 0.45, atom 22 (H): 0.41, atom 23 (H): 0.35, atom 24 (H): 0.43, atom 25 (H): 0.36, atom 26 (H): 0.42, atom 27 (H): 0.24, atom 28 (H): 0.23, atom 29 (H): 0.44, atom 30 (H): 0.42, atom 31 (H): 0.42, atom 32 (H): 0.29, atom 33 (C): -0.35, atom 34 (C): 0.68, atom 35 (C): 0.46, atom 36 (C): -0.96, atom 37 (C): -0.49, atom 38 (C): -0.67, atom 39 (C): -0.60, atom 40 (H): 0.35, atom 41 (H): 0.08, atom 42 (H): 0.56, atom 43 (H): 0.50, atom 44 (H): 0.47, atom 45 (H): 0.47, atom 46 (H): 0.47, atom 47 (N): -0.32, atom 48 (C): 0.25, atom 49 (O): -0.55, atom 50 (C): 0.44, atom 51 (C): -0.14, atom 52 (C): -1.03, atom 53 (C): -0.34, atom 54 (N): 0.22, atom 55 (C): -0.75, atom 56 (H): 0.25, atom 57 (H): 0.18, atom 58 (H): 0.51, atom 59 (H): 0.49, atom 60 (H): 0.65, atom 61 (H): 0.40